A cluster of 3 separate species, C5H16O2 in total at a distorted geometry, computed with ωB97M-V/def2-TZVPD.

Last columns: bonded neighbours and bond lengths (Å).
Cartesian coordinates (Å):
1 C -0.13013 1.53304 -1.61990  C2 1.542, H6 1.086, H7 1.087, H8 1.083
2 C -0.52703 0.06628 -1.35947  C1 1.542, C3 1.527, H9 1.115, H10 1.100
3 C 0.68103 -0.79767 -1.00568  C2 1.527, C4 1.510, C5 1.561, H11 1.105
4 C 0.45368 -2.28833 -1.08490  C3 1.510, H12 1.095, H13 1.095, H14 1.103
5 C 1.46092 -0.31261 0.25652  C3 1.561, H15 1.085, H16 1.091, H17 1.083
6 H -0.51333 2.24915 -0.89929  C1 1.086
7 H 0.95286 1.61289 -1.66190  C1 1.087
8 H -0.50256 1.92732 -2.55676  C1 1.083
9 H -1.23279 -0.04256 -0.50277  C2 1.115
10 H -1.04169 -0.29154 -2.26282  C2 1.100
11 H 1.36714 -0.56767 -1.84035  C3 1.105
12 H 1.37993 -2.85403 -1.22827  C4 1.095
13 H -0.16484 -2.53490 -1.95395  C4 1.095
14 H 0.08686 -2.82559 -0.19402  C4 1.103
15 H 2.02483 0.59343 0.05870  C5 1.085
16 H 2.08856 -1.18848 0.42602  C5 1.091
17 H 0.76157 -0.20927 1.07636  C5 1.083
18 O -1.29494 1.83604 2.00420  H19 0.973, H20 0.971
19 H -0.92646 2.65805 1.63682  O18 0.973
20 H -1.26901 1.11543 1.35429  O18 0.971
21 O -1.49795 -0.09100 3.99596  H22 0.962, H23 0.966
22 H -0.54092 -0.12092 4.09309  O21 0.962
23 H -1.61575 0.53293 3.26812  O21 0.966

Summary:
**HOMO energy**: -10.88 eV
**Charge**: 0
**SMILES string**: CCC(C)C.O.O
**ΔE to the lowest compared entry with this formula, charge and spin**: 15.2 kcal/mol
**HOMO-LUMO gap**: 11.513 eV
**E_tot**: -9539.169 eV